# 1
{"formula": "C3H6NO", "method": "ωB97M-V/def2-TZVPD", "homo_ha": -0.0429, "gap_ev": 5.67, "de_lowest_ev": 0.329, "lumo_ev": 4.50, "charge": -1, "smiles": "C=CN(C)[O-]", "energy_ha": -247.79229, "elements": ["C", "C", "C", "N", "O", "H", "H", "H", "H", "H", "H"], "xyz": [[0.36272, 1.12096, -0.92810], [1.17831, 0.25303, -0.35386], [-0.49095, -1.04344, 0.78539], [0.91416, -0.70651, 0.73228], [1.76087, -1.73025, 0.73318], [0.73462, 1.96220, -1.70287], [-0.63754, 1.40407, -0.48031], [2.17935, 0.07280, -0.66170], [-0.71349, -1.85087, 0.04905], [-0.70799, -1.47986, 1.71513], [-0.98566, -0.05296, 0.63466]], "forces_ev_per_angstrom": [[-1.3, 3.9, -1.5], [-0.3, -2.8, 2.5], [0.7, 0.8, -1.1], [-0.4, 3.4, -2.3], [0.9, -1.6, 0.2], [-0.6, -2.2, 1.8], [1.2, -0.6, -0.8], [0.8, 0.1, -0.4], [-0.2, 0.6, -0.2], [-0.4, -0.3, 1.6], [-0.4, -1.3, 0.2]]}

# 2
{"formula": "C3H6NO2", "method": "ωB97M-V/def2-TZVPD", "homo_ha": -0.1366, "gap_ev": 7.83, "de_lowest_ev": 3.183, "lumo_ev": 4.11, "charge": -1, "energy_ha": -323.10127, "elements": ["O", "C", "N", "C", "O", "C", "H", "H", "H", "H", "H", "H"], "xyz": [[1.64512, 0.12924, 0.91640], [0.82159, 0.12881, -0.08897], [-0.51535, -0.09721, -0.00284], [-1.58805, -0.53347, 1.50969], [-2.83642, -0.83069, 1.22501], [1.36271, 0.53299, -1.48292], [-1.01232, -0.94683, -0.48020], [-0.84653, -1.20856, 1.96395], [-1.61402, 0.44820, 1.85316], [0.81906, 1.46716, -1.83440], [1.32776, -0.09184, -2.30722], [2.43646, 1.00221, -1.27166]], "forces_ev_per_angstrom": [[-2.5, 0.5, -3.0], [1.2, -1.1, 2.0], [-1.5, -2.7, 0.0], [-2.3, -0.1, -0.6], [2.6, -1.0, -0.4], [1.8, 4.5, 2.3], [1.7, 2.6, 0.0], [-0.4, -0.2, -0.1], [1.2, 1.9, 1.2], [0.2, -1.1, 0.6], [0.0, -1.8, -1.2], [-1.9, -1.5, -0.7]]}

# 3
{"formula": "C3H6NO2", "method": "ωB97M-V/def2-TZVPD", "homo_ha": -0.1468, "gap_ev": 8.16, "de_lowest_ev": 1.356, "lumo_ev": 4.17, "charge": -1, "energy_ha": -323.16844, "elements": ["C", "C", "N", "H", "H", "H", "H", "H", "O", "C", "O", "H"], "xyz": [[-1.46180, -0.07624, 1.35716], [-0.79696, 0.77413, 0.58148], [0.14400, 1.74179, 0.99266], [-1.30658, 0.00008, 2.42659], [-1.92485, -0.94605, 0.91297], [-0.90325, 0.76495, -0.49350], [0.27084, 1.74121, 2.00216], [1.05030, 1.49774, 0.60427], [2.35399, -1.93940, -2.02126], [1.23252, -1.40577, -2.07413], [0.54948, -0.86020, -1.17591], [0.79231, -1.29225, -3.11249]], "forces_ev_per_angstrom": [[0.4, 0.4, 0.0], [0.1, -0.1, -0.3], [0.0, 0.2, 0.6], [-0.1, -0.4, 0.2], [-0.4, 0.3, 0.1], [0.1, -0.4, 0.0], [-0.1, -0.1, -0.1], [-0.2, 0.1, -0.4], [-0.1, -0.2, 0.1], [0.2, 0.8, -0.3], [0.1, -0.3, 0.0], [0.0, -0.3, 0.0]]}

# 4
{"formula": "C3H6NO2", "method": "ωB97M-V/def2-TZVPD", "homo_ha": -0.1591, "gap_ev": 8.47, "de_lowest_ev": 0.876, "lumo_ev": 4.14, "charge": -1, "energy_ha": -323.18606, "elements": ["C", "C", "N", "H", "H", "H", "H", "H", "O", "C", "O", "H"], "xyz": [[1.42379, -2.04422, 0.59130], [0.61110, -0.99771, 0.80781], [-0.42305, -0.58488, -0.02638], [1.39947, -2.67100, -0.28967], [2.25485, -2.19493, 1.27248], [0.66567, -0.44017, 1.74183], [-0.10010, -0.32759, -0.93950], [-1.01497, 0.11157, 0.40997], [-1.67437, 2.02016, 0.24464], [-1.18671, 2.26976, -0.88078], [-1.06497, 1.52683, -1.87864], [-0.89069, 3.33218, -1.05305]], "forces_ev_per_angstrom": [[0.6, 0.5, 0.3], [-0.7, -0.4, -0.3], [0.8, -0.8, 1.1], [-0.2, 0.1, -0.1], [-0.1, -0.1, 0.0], [0.2, -0.2, 0.1], [-0.5, 0.3, -0.4], [0.0, 0.5, -0.7], [0.2, -0.1, 0.2], [-0.7, 0.1, -0.5], [0.2, 0.0, 0.2], [0.2, 0.2, 0.1]]}

# 5
{"formula": "C3H6NO2", "method": "ωB97M-V/def2-TZVPD", "homo_ha": -0.1428, "gap_ev": 8.13, "de_lowest_ev": 0.038, "lumo_ev": 4.24, "charge": -1, "smiles": "CCNC(=O)[O-]", "energy_ha": -323.21686, "elements": ["C", "N", "C", "O", "O", "C", "H", "H", "H", "H", "H", "H"], "xyz": [[-0.62815, -0.47493, 0.40885], [-0.19994, -0.43476, -0.97246], [1.19591, -0.55124, -1.30000], [1.90958, -1.03656, -0.39302], [1.48509, -0.23719, -2.47552], [-0.40314, 0.87070, 1.11115], [0.02337, -1.20321, 0.88805], [-1.69146, -0.72423, 0.39856], [-0.76092, 0.16871, -1.55088], [-0.44416, 0.79830, 2.20327], [0.61101, 1.17495, 0.88870], [-1.09719, 1.64946, 0.79329]], "forces_ev_per_angstrom": [[0.4, 0.7, -0.5], [-0.4, -0.1, 0.3], [-0.2, -0.4, -0.3], [0.1, 0.2, 0.0], [0.1, 0.2, 0.2], [0.1, -0.2, 0.4], [-0.4, -0.3, 0.1], [0.0, -0.4, 0.4], [0.3, 0.0, -0.3], [-0.3, -0.1, 0.0], [0.3, 0.2, -0.2], [0.0, 0.0, -0.1]]}

# 6
{"formula": "C3H6NO2", "method": "ωB97M-V/def2-TZVPD", "homo_ha": -0.1304, "gap_ev": 7.82, "de_lowest_ev": 1.034, "lumo_ev": 4.27, "charge": -1, "smiles": "NCCC(=O)[O-]", "energy_ha": -323.18027, "elements": ["C", "C", "C", "O", "O", "N", "H", "H", "H", "H", "H", "H"], "xyz": [[0.14505, -0.75297, 0.35122], [-0.03426, 0.75116, -0.01028], [-1.57012, 0.92145, -0.59223], [-2.42835, 0.32550, 0.19349], [-1.66718, 1.54668, -1.66854], [1.54631, -1.13771, 0.24397], [-0.37596, -1.37742, -0.33901], [-0.31073, -0.93902, 1.33126], [0.68542, 1.10252, -0.83272], [-0.11043, 1.39583, 0.78964], [2.03475, -0.81194, -0.53102], [2.08548, -1.02407, 1.06422]], "forces_ev_per_angstrom": [[0.8, 1.9, -0.2], [-1.9, -1.5, -3.6], [0.4, -1.3, 1.5], [1.5, 1.7, -2.2], [-0.7, -0.4, 0.8], [-0.7, -2.0, 1.6], [-0.7, -0.2, -0.6], [0.5, -0.1, -0.1], [-0.9, -0.5, 1.3], [0.7, 1.4, 2.1], [0.5, 0.9, -1.4], [0.5, 0.3, 0.8]]}

# 7
{"formula": "C3H6NO2", "method": "ωB97M-V/def2-TZVPD", "homo_ha": -0.5568, "gap_ev": 9.61, "de_lowest_ev": 4.144, "lumo_ev": -5.54, "charge": 1, "smiles": "C#[N+][C@@H](O)OC", "energy_ha": -322.72657, "elements": ["C", "C", "C", "N", "O", "O", "H", "H", "H", "H", "H", "H"], "xyz": [[2.72915, -0.50294, -0.68697], [-2.02207, -0.02924, -0.15005], [0.40794, -0.28046, 0.10680], [1.61958, -0.37162, -0.50469], [0.71945, 0.97691, 1.25411], [-0.61476, 0.07079, -0.63676], [3.77067, -0.36655, -1.15766], [-2.45343, 0.88295, -0.48704], [-2.11651, -0.18751, 0.98173], [-2.53620, -0.90879, -0.65341], [0.45127, -1.04253, 0.86259], [0.04493, 1.75898, 1.07134]], "forces_ev_per_angstrom": [[2.3, 1.0, -2.0], [0.1, -2.2, 0.9], [-2.3, 4.1, 4.8], [1.7, 0.0, -1.0], [-1.8, -0.3, -2.5], [-0.3, -0.9, -0.5], [-1.7, -0.6, 1.2], [-0.4, 0.6, 0.0], [0.5, 0.5, -1.6], [0.9, 1.1, 0.5], [-1.0, -0.8, 0.1], [1.9, -2.5, 0.1]]}

# 8
{"formula": "C3H6NO2", "method": "ωB97M-V/def2-TZVPD", "homo_ha": -0.5599, "gap_ev": 11.31, "de_lowest_ev": 5.024, "lumo_ev": -3.92, "charge": 1, "smiles": "CO[N+]1=C(O)C1", "energy_ha": -322.69424, "elements": ["C", "C", "C", "N", "O", "O", "H", "H", "H", "H", "H", "H"], "xyz": [[1.57201, 0.09340, 0.09902], [0.80372, 1.34129, 0.23312], [-1.98240, -0.64416, -0.11432], [0.31941, -0.00063, 0.18896], [2.73835, -0.47982, -0.14834], [-0.61250, -0.95244, 0.12369], [0.96041, 1.83790, 1.14360], [0.57811, 2.01146, -0.48613], [-2.51432, -1.51811, -0.14694], [-2.07497, -0.23770, -1.15550], [-2.40990, 0.00868, 0.54881], [2.62208, -1.45987, -0.28596]], "forces_ev_per_angstrom": [[1.1, -0.9, -1.4], [1.4, 0.3, 2.1], [1.3, 2.1, -3.6], [0.2, -1.9, -0.2], [-2.2, -0.2, 0.4], [0.4, -1.4, 0.8], [-0.5, 0.4, 1.7], [-0.5, 1.6, -3.1], [-0.8, -2.5, 0.4], [0.1, -0.1, 0.9], [-0.7, 1.6, 2.0], [0.2, 0.9, 0.1]]}

What did the fifth record say?
{"formula": "C3H6NO2", "method": "ωB97M-V/def2-TZVPD", "homo_ha": -0.1428, "gap_ev": 8.13, "de_lowest_ev": 0.038, "lumo_ev": 4.24, "charge": -1, "smiles": "CCNC(=O)[O-]", "energy_ha": -323.21686, "elements": ["C", "N", "C", "O", "O", "C", "H", "H", "H", "H", "H", "H"], "xyz": [[-0.62815, -0.47493, 0.40885], [-0.19994, -0.43476, -0.97246], [1.19591, -0.55124, -1.30000], [1.90958, -1.03656, -0.39302], [1.48509, -0.23719, -2.47552], [-0.40314, 0.87070, 1.11115], [0.02337, -1.20321, 0.88805], [-1.69146, -0.72423, 0.39856], [-0.76092, 0.16871, -1.55088], [-0.44416, 0.79830, 2.20327], [0.61101, 1.17495, 0.88870], [-1.09719, 1.64946, 0.79329]], "forces_ev_per_angstrom": [[0.4, 0.7, -0.5], [-0.4, -0.1, 0.3], [-0.2, -0.4, -0.3], [0.1, 0.2, 0.0], [0.1, 0.2, 0.2], [0.1, -0.2, 0.4], [-0.4, -0.3, 0.1], [0.0, -0.4, 0.4], [0.3, 0.0, -0.3], [-0.3, -0.1, 0.0], [0.3, 0.2, -0.2], [0.0, 0.0, -0.1]]}